Molecular formula: C56H67CoN6O3P2S2Se
Method: DFT, wB97M-V/def2-TZVPD

Last column: Löwdin charge in e.
Element x y z (Å)
Co (0.22276, -0.76863, 0.40432)  0.02
C (1.00772, 1.42373, 5.56276)  -0.06
C (0.00616, 0.28238, 5.42376)  -0.24
N (-1.11613, 0.57452, 4.51497)  -0.10
C (-2.31113, 1.22561, 5.09655)  -0.19
C (-2.30726, 2.74141, 4.95762)  -0.05
C (-1.05688, 0.32346, 3.19805)  -0.63
S (0.44691, -0.27486, 2.59223)  0.84
N (-2.17385, 0.60099, 2.50629)  0.13
C (-2.21911, 0.56432, 1.18564)  -0.43
O (-1.25849, 0.34974, 0.39964)  -0.17
C (-3.52453, 0.88206, 0.55087)  -0.15
C (-4.56054, 1.44450, 1.29412)  -0.03
C (-5.74710, 1.79749, 0.67114)  -0.06
C (-5.90480, 1.58475, -0.69435)  -0.06
C (-4.87709, 1.01285, -1.43742)  -0.06
C (-3.68727, 0.66062, -0.81672)  -0.02
H (1.83359, 1.10345, 6.20109)  0.09
H (0.55380, 2.30141, 6.02431)  0.07
H (1.41539, 1.70450, 4.58879)  0.06
H (-0.42377, 0.04282, 6.39533)  0.12
H (0.51688, -0.60470, 5.05469)  0.07
H (-2.34531, 0.94011, 6.14719)  0.12
H (-3.18926, 0.82769, 4.60208)  0.09
H (-1.39620, 3.18217, 5.36433)  0.07
H (-3.15683, 3.16224, 5.50011)  0.09
H (-2.39465, 3.02579, 3.90510)  0.05
H (-4.42374, 1.60178, 2.35699)  0.11
H (-6.55179, 2.23700, 1.24657)  0.11
H (-6.83420, 1.85932, -1.17968)  0.11
H (-5.00608, 0.84066, -2.49975)  0.11
H (-2.87893, 0.20611, -1.37813)  0.12
O (0.35670, -1.06407, -1.60677)  -0.40
P (1.19173, -1.94261, -2.52842)  0.79
C (2.90581, -1.94397, -1.94561)  -0.28
P (2.98794, -2.40022, -0.20322)  0.79
O (1.90029, -1.69978, 0.58041)  -0.48
C (2.86582, -4.17685, -0.13427)  -0.28
C (1.85142, -4.76402, 0.61511)  -0.07
C (1.75725, -6.15033, 0.67522)  -0.05
C (2.67458, -6.94016, -0.00407)  -0.05
C (3.69788, -6.35276, -0.74229)  -0.06
C (3.79823, -4.97363, -0.80506)  -0.08
C (4.58492, -1.88671, 0.38596)  -0.27
C (4.67441, -1.40909, 1.69499)  -0.06
C (5.90356, -1.00321, 2.19451)  -0.05
C (7.03684, -1.07440, 1.39424)  -0.05
C (6.94906, -1.54848, 0.09042)  -0.06
C (5.72467, -1.95689, -0.41683)  -0.08
C (0.59730, -3.61428, -2.63340)  -0.31
C (1.36341, -4.63294, -3.20334)  -0.07
C (0.84234, -5.90976, -3.30285)  -0.06
C (-0.44603, -6.17400, -2.84573)  -0.05
C (-1.21834, -5.15905, -2.29928)  -0.05
C (-0.69995, -3.87330, -2.19979)  -0.13
C (1.23744, -1.33194, -4.20318)  -0.28
C (2.16690, -0.37397, -4.61009)  -0.09
C (2.12464, 0.12475, -5.90369)  -0.06
C (1.16393, -0.33792, -6.79643)  -0.05
C (0.24340, -1.29911, -6.39971)  -0.05
C (0.27256, -1.79187, -5.10452)  -0.05
H (3.27079, -0.91826, -2.01713)  0.08
H (3.53237, -2.60477, -2.55021)  0.08
H (1.13456, -4.13712, 1.12745)  0.04
H (0.96970, -6.61218, 1.25890)  0.11
H (2.60019, -8.02028, 0.04651)  0.12
H (4.41875, -6.97283, -1.26171)  0.12
H (4.61221, -4.52240, -1.36679)  0.11
H (3.78149, -1.34622, 2.30593)  0.10
H (5.97759, -0.63053, 3.20847)  0.11
H (7.99544, -0.75675, 1.78687)  0.12
H (7.83415, -1.59609, -0.53164)  0.12
H (5.66880, -2.32031, -1.43816)  0.10
H (2.36537, -4.43509, -3.57413)  0.12
H (1.43601, -6.70320, -3.74125)  0.12
H (-0.84861, -7.17669, -2.92512)  0.12
H (-2.22468, -5.36172, -1.95346)  0.11
H (-1.29850, -3.06999, -1.79746)  0.04
H (2.93106, -0.01747, -3.93016)  0.11
H (2.84563, 0.86900, -6.22089)  0.12
H (1.14324, 0.04445, -7.81062)  0.12
H (-0.48608, -1.67688, -7.10646)  0.12
H (-0.44760, -2.53976, -4.79295)  0.11
C (-0.47012, -3.50310, 3.73151)  -0.03
N (-1.74929, -2.95538, 3.31092)  -0.12
C (-2.90682, -2.91985, 4.22058)  -0.07
C (-4.02982, -2.35328, 3.33072)  -0.09
N (-3.38596, -2.34911, 2.01564)  0.06
C (-2.09475, -2.64275, 2.07333)  -0.68
S (-1.10107, -2.72351, 0.65837)  0.85
H (-0.25694, -3.16476, 4.74376)  0.10
H (0.31231, -3.14784, 3.07010)  0.04
H (-0.49371, -4.59555, 3.71954)  0.10
H (-2.68851, -2.28891, 5.08064)  0.12
H (-3.12859, -3.92518, 4.57812)  0.13
H (-4.30868, -1.34117, 3.61065)  0.11
H (-4.91717, -2.97840, 3.33203)  0.13
H (-3.82487, -2.02986, 1.16752)  0.14
C (0.40421, 4.53857, -4.89417)  -0.09
C (1.19088, 4.36008, -3.59363)  -0.24
C (1.56671, 2.90656, -3.30128)  -0.18
C (0.37785, 1.99902, -2.98222)  -0.12
N (-0.31628, 2.46407, -1.77361)  0.03
C (0.17702, 2.40991, -0.52646)  -0.55
Se (1.61319, 1.36269, 0.09338)  0.90
N (-0.62088, 3.13935, 0.27006)  0.02
C (-0.38301, 3.38009, 1.70393)  -0.14
C (0.76485, 4.35459, 1.94453)  -0.18
C (0.52435, 5.76928, 1.42240)  -0.24
C (-0.64787, 6.48561, 2.09257)  -0.09
C (-1.70784, 3.60905, -0.46540)  -0.14
C (-2.84341, 4.32611, -0.09635)  0.01
C (-3.76133, 4.59808, -1.09165)  -0.05
C (-3.56125, 4.16219, -2.41333)  -0.06
C (-2.43954, 3.44304, -2.77111)  0.00
C (-1.51227, 3.18125, -1.76651)  -0.14
H (0.30613, 5.59522, -5.14743)  0.08
H (-0.60653, 4.13034, -4.82460)  0.05
H (0.91270, 4.04445, -5.72822)  0.08
H (0.61964, 4.77480, -2.75550)  0.10
H (2.11414, 4.93906, -3.65620)  0.11
H (2.25730, 2.86737, -2.45791)  0.09
H (2.08612, 2.49307, -4.16613)  0.10
H (0.68508, 0.97624, -2.81330)  0.07
H (-0.34380, 2.00432, -3.79810)  0.13
H (-0.15932, 2.42572, 2.17259)  0.07
H (-1.31324, 3.75907, 2.12309)  0.10
H (1.66067, 3.94045, 1.48177)  0.08
H (0.94470, 4.38329, 3.02378)  0.12
H (0.37711, 5.74363, 0.33601)  0.10
H (1.43424, 6.34674, 1.59753)  0.11
H (-1.61094, 6.03404, 1.83972)  0.04
H (-0.69417, 7.52791, 1.77123)  0.08
H (-0.54226, 6.47844, 3.18277)  0.08
H (-3.01790, 4.64234, 0.92349)  0.11
H (-4.65626, 5.15630, -0.84734)  0.12
H (-4.30836, 4.38996, -3.16523)  0.12
H (-2.30535, 3.08673, -3.78343)  0.11

Calculated values
- DFT total energy (Eh) = -7991.48261
- HOMO energy (alpha / beta) (eV) = -12.2 / -12.2
- spin multiplicity = 1
- frontier orbital gap (alpha / beta) (eV) = 6.9 / 6.9
- LUMO level (alpha / beta) (eV) = -5.39 / -5.37
- net charge = +2